Run one
8
Properties=species:S:1:pos:R:3 method="wB97M-V/def2-TZVPD" homo_energy_ha=-0.1898 total_charge=-1
C 1.65 -0.63 0.15
N 0.01 -0.34 0.01
N -0.57 0.69 -0.01
O 2.03 -0.26 1.21
O 2.02 -1.17 -0.85
O -0.45 1.86 -0.04
O -2.28 0.37 0.00
H -2.41 -0.52 -0.47

Run two
8
Properties=species:S:1:pos:R:3 method="wB97M-V/def2-TZVPD" homo_energy_ha=-0.1556 total_charge=-1
C 0.83 -0.83 -1.99
N -1.10 0.60 1.98
N -0.49 0.32 0.90
O 1.36 -1.68 -1.43
O -1.01 -0.49 0.10
O 0.33 -0.05 -2.67
O 0.62 0.84 0.61
H -0.53 1.28 2.50

The data favor run two; the next most stable structure lies 123.5 kJ/mol above it.

Run one
9
Properties=species:S:1:pos:R:3 method="wB97M-V/def2-TZVPD" homo_energy_ha="-0.3431 / -0.2998"
C 1.62 -0.42 0.40
C 0.75 0.61 0.01
N -1.09 -0.71 -0.49
O 2.21 -1.19 -0.32
O -2.00 0.35 -0.33
S 0.14 2.02 0.16
H 1.61 -0.51 1.52
H -1.15 -0.91 -1.48
H -2.09 0.75 0.53

Run two
9
Properties=species:S:1:pos:R:3 method="wB97M-V/def2-TZVPD" homo_energy_ha=-0.3367
O 2.80 0.26 0.08
C 2.02 -0.62 -0.02
O 0.65 -0.44 -0.07
C 0.15 0.80 -0.06
N -1.08 1.01 0.03
S -2.17 -0.32 0.01
H 2.19 -1.72 -0.05
H 0.86 1.59 -0.10
H -1.46 -1.43 0.21

Run three
9
Properties=species:S:1:pos:R:3 method="wB97M-V/def2-TZVPD" homo_energy_ha=-0.3312
C -0.04 -0.14 -0.78
C -1.52 0.74 0.97
H 3.10 -1.12 0.10
H -0.04 -0.10 -1.86
H -2.47 1.31 0.92
N 0.93 -0.45 -0.07
O -1.17 0.45 -0.31
O -1.01 0.32 1.95
S 2.24 -0.99 -0.93

Run four
9
Properties=species:S:1:pos:R:3 method="wB97M-V/def2-TZVPD" smiles="O/N=C/OC=S" homo_energy_ha=-0.3358
O -1.37 0.56 -1.95
N -0.47 0.52 -0.90
C -0.23 -0.64 -0.47
O 0.78 -0.95 0.53
C 0.92 -0.02 1.56
S 1.87 -0.37 2.78
H -1.42 1.60 -2.09
H -0.49 -1.70 -0.92
H 0.40 1.00 1.47

The data favor run two; the next most stable structure lies 26.2 kJ/mol above it.

Run one
16
Properties=species:S:1:pos:R:3 method="wB97M-V/def2-TZVPD" homo_energy_ha="-0.1716 / -0.3587" s_squared=2.00 spin_multiplicity=3
C 1.77 1.18 1.24
C 0.18 -1.20 0.12
C 0.68 -0.78 -1.32
C 0.58 1.14 0.47
C -1.76 0.23 0.24
N 2.55 1.43 2.08
N -0.39 -0.03 0.80
S 0.97 1.04 -1.35
H -0.67 -1.97 -0.04
H 1.01 -1.69 0.67
H 1.70 -1.35 -1.62
H -0.06 -1.01 -2.18
H -0.03 2.12 0.62
H -2.48 -0.70 0.37
H -2.25 1.15 0.78
H -1.81 0.47 -0.88

Run two
16
Properties=species:S:1:pos:R:3 method="wB97M-V/def2-TZVPD" homo_energy_ha="-0.2875 / -0.3240" s_squared=2.03 spin_multiplicity=3
C 3.36 1.14 0.06
C 4.09 0.04 -0.09
C 1.91 0.84 0.12
C 1.61 -0.61 0.07
C -2.12 -1.41 0.35
N 0.94 1.65 0.19
N -2.18 -0.55 -0.82
S 3.05 -1.42 -0.12
H 3.74 2.15 0.12
H 5.15 -0.08 -0.17
H -1.10 -1.78 0.45
H -2.40 -0.91 1.28
H -2.79 -2.26 0.19
H 1.18 2.64 0.20
H -1.48 0.18 -0.75
H -3.10 -0.13 -0.91

The data favor run two; the next most stable structure lies 172.4 kJ/mol above it.

Run one
31
Properties=species:S:1:pos:R:3 method="wB97M-V/def2-TZVPD" homo_energy_ha=-0.3038
B 1.34 1.58 -0.55
C -3.51 0.62 0.83
C -2.74 -0.01 1.72
C -3.21 0.54 -0.56
C -1.50 -0.57 1.30
C -2.08 -0.10 -0.97
C -1.18 -0.63 -0.05
C 1.78 -1.89 1.06
C 0.68 -2.19 0.39
C 2.32 -0.44 0.88
C 0.09 -1.29 -0.56
C 2.40 2.66 0.11
C 0.33 -1.50 -2.00
N 1.52 0.27 -0.09
O 0.31 1.73 -1.48
H -4.34 1.07 1.26
H -2.92 -0.03 2.83
H -3.80 0.92 -1.23
H -0.92 -0.97 1.99
H -1.68 -0.29 -2.01
H 2.32 -2.32 1.82
H 0.18 -3.15 0.65
H 2.07 0.09 1.89
H 3.43 -0.60 0.54
H 1.91 3.31 0.67
H 2.93 3.17 -0.68
H 3.05 2.15 0.66
H 0.31 -0.65 -2.50
H -0.28 -2.22 -2.30
H 1.30 -1.80 -2.19
H -0.12 2.52 -1.45

Run two
31
Properties=species:S:1:pos:R:3 method="wB97M-V/def2-TZVPD" smiles="CB(O)N1CC=C[C@@]1(C)c1ccccc1" homo_energy_ha=-0.3158
C -3.37 -0.42 -0.99
B -2.19 -0.46 0.12
O -2.27 -0.31 1.52
N -1.02 -0.83 -0.48
C -0.68 -0.99 -1.83
C 0.65 -1.59 -1.96
C 1.29 -1.60 -0.82
C 0.51 -0.90 0.29
C 0.39 -1.84 1.54
C 1.04 0.57 0.46
C 1.93 1.14 -0.59
C 2.37 2.41 -0.29
C 2.06 3.11 0.84
C 1.40 2.49 1.88
C 0.78 1.25 1.67
H -3.65 -1.54 -0.98
H -2.97 -0.30 -1.89
H -4.35 0.20 -0.90
H -3.08 0.04 1.83
H -0.84 0.00 -2.40
H -1.32 -1.54 -2.50
H 0.89 -2.09 -2.93
H 2.24 -1.98 -0.82
H -0.23 -2.72 1.34
H -0.04 -1.39 2.34
H 1.52 -2.05 1.74
H 2.11 0.67 -1.55
H 3.00 2.76 -1.07
H 2.32 4.12 1.08
H 1.39 2.97 2.84
H 0.13 0.82 2.49

The data favor run two; the next most stable structure lies 205.6 kJ/mol above it.